Formula: C41H44N7O2P2SV
Source: the Open Molecules 2025 dataset
Level of theory: ωB97M-V/def2-TZVPD

As for the energy above the lowest of the compared OMol25 structures with the same formula, charge and spin: 0.207 eV. The value obtained for the orbital gap (spin up / spin down) is 0.2393 / 0.2614 Ha. As for the expectation value of S²: 3.772. The value obtained for the HOMO energy (spin up / spin down) is -9.2 / -9.9 eV.

```
! RIJCOSX wB97M-V def2-TZVPD def2/J DEFGRID3
* xyz 1 4
V 0.10236 0.37903 -0.41396
C -0.18907 -0.72542 3.71838
C 0.19079 -0.46865 2.30126
N -0.44961 0.33206 1.51219
N -1.51610 1.01403 2.04733
C -2.06482 1.84296 1.17523
N -3.14090 2.51562 1.62940
S -1.57393 2.13848 -0.47115
C 1.38812 -1.06436 1.69395
C 2.28047 -1.86190 2.39369
C 3.44761 -2.27594 1.78257
C 3.71852 -1.85393 0.48988
C 2.77205 -1.08692 -0.15732
N 1.60382 -0.73356 0.39725
H -1.23402 -0.47115 3.86951
H -0.02337 -1.77075 3.98482
H 0.41260 -0.11583 4.40040
H -3.40041 2.42398 2.59615
H -3.54476 3.24221 1.06797
H 2.07274 -2.12075 3.42283
H 4.15524 -2.89281 2.32060
H 4.64041 -2.11449 -0.01097
H 2.94146 -0.73186 -1.16567
C 0.53749 0.12416 -4.90477
O 1.17916 1.28976 -4.32613
C 1.06840 1.15558 -3.00787
N 0.46443 0.13789 -2.53528
C -0.07557 -0.61417 -3.69661
C 0.21127 -2.09499 -3.72829
C 0.99166 -2.73218 -2.78050
C 1.20602 -4.10494 -2.84486
C 0.63987 -4.84902 -3.86670
C -0.14269 -4.21432 -4.82555
C -0.35637 -2.84766 -4.75422
C 1.62033 2.25553 -2.18425
C 2.10488 3.38155 -2.82394
C 2.52404 4.44713 -2.04718
C 2.48219 4.30012 -0.67737
C 2.02486 3.11118 -0.12216
N 1.54299 2.09838 -0.85156
C 2.10628 2.96738 1.35302
N 1.92753 1.91383 2.01330
C 2.09889 2.26413 3.43156
C 2.50794 3.75766 3.39631
O 2.43584 4.11440 1.99559
C 3.12006 1.39838 4.12910
C 2.96034 1.08476 5.47411
C 3.92285 0.34217 6.14551
C 5.05800 -0.08987 5.47359
C 5.22384 0.22350 4.13115
C 4.25844 0.96135 3.46122
H 1.29940 -0.46368 -5.41202
H -0.19968 0.47543 -5.62083
H -1.15998 -0.46701 -3.67328
H 1.40494 -2.16634 -1.96696
H 1.81255 -4.58983 -2.08989
H 0.80275 -5.91723 -3.91861
H -0.59374 -4.78841 -5.62417
H -0.98684 -2.36519 -5.49468
H 2.11770 3.41190 -3.90271
H 2.88228 5.36307 -2.49606
H 2.82498 5.08454 -0.01835
H 1.12768 2.12993 3.91462
H 3.53268 3.91415 3.72787
H 1.83795 4.40954 3.95066
H 2.07386 1.42058 6.00160
H 3.78778 0.10351 7.19224
H 5.81128 -0.66539 5.99531
H 6.11017 -0.10798 3.60438
H 4.38517 1.19478 2.40978
C -2.20150 -2.61391 -1.85643
P -1.72978 -1.44457 -0.50512
C -1.36157 -2.77993 0.71284
C -3.39135 -0.83790 0.00109
C -3.92878 -1.18322 1.24052
C -5.17074 -0.71605 1.64480
C -5.89441 0.11907 0.80850
C -5.35921 0.47448 -0.42050
C -4.11377 0.01193 -0.84003
P -3.47554 0.45220 -2.51615
C -3.93699 2.23339 -2.66962
C -4.80029 -0.34335 -3.52502
H -3.12759 -3.10486 -1.55502
H -1.42332 -3.36777 -1.97201
H -2.35801 -2.12110 -2.81192
H -1.30332 -2.42859 1.74059
H -2.11454 -3.56588 0.65043
H -0.39226 -3.20632 0.44434
H -3.38109 -1.81742 1.91994
H -5.56727 -1.00612 2.60927
H -6.86585 0.49031 1.10874
H -5.93087 1.12632 -1.07003
H -4.40178 2.61394 -1.76187
H -4.62966 2.36614 -3.50085
H -3.04548 2.82903 -2.85496
H -5.78642 0.06195 -3.28989
H -4.81446 -1.41766 -3.33779
H -4.59726 -0.18220 -4.58433
*
```